Formula: C50H53N12O2PS3Ti
Source: OMol25
Level of theory: ωB97M-V/def2-TZVPD

Values from the calculation:
charge = +2
energy relative to the best compared isomer or geometry (same formula, charge and spin) = 0.00 kcal/mol
electronic energy = -139576.2082 eV
spin multiplicity = 3
LUMO energy (spin up / spin down) = -3.8 / -7.1 eV
gap between HOMO and LUMO (spin up / spin down) = 6.275 / 4.755 eV

Last column: Mulliken spin population.
Element x y z (Å)
Ti: 1.27359 -0.25631 0.53792  0.792
C: 6.42988 -2.01802 2.10693  0.000
N: 5.36030 -1.19632 1.69632  0.007
C: 5.55394 0.08288 1.11438  -0.002
C: 4.38433 0.54340 0.67801  0.025
N: 3.40809 -0.41647 0.97254  -0.038
C: 4.03011 -1.43592 1.47895  0.019
P: 3.23144 -3.07073 1.90357  0.002
C: 1.90146 -2.41391 2.99848  0.000
N: 1.31051 -1.27417 2.71277  -0.002
C: 0.46337 -1.03990 3.79070  0.001
C: 0.52620 -2.07000 4.65424  0.002
N: 1.47554 -2.96035 4.12888  0.000
C: 2.08670 -4.07854 4.79746  0.000
C: 2.32784 -3.11311 0.33334  0.024
N: 1.42770 -2.20371 -0.04881  -0.021
C: 1.02364 -2.56026 -1.31362  0.065
C: 1.67380 -3.68874 -1.76705  -0.022
N: 2.49033 -4.03624 -0.69409  0.010
C: 3.43897 -5.16249 -0.65355  -0.001
H: 6.38139 -2.21615 3.23839  0.000
H: 7.38027 -1.62960 1.78622  0.000
H: 6.26789 -3.02020 1.63897  0.000
H: 6.57472 0.38833 1.15961  0.000
H: 4.09936 1.42445 0.19024  -0.007
H: -0.24804 -0.22037 3.84994  -0.001
H: 0.06193 -2.30515 5.61298  0.000
H: 2.02944 -4.93481 4.09928  0.000
H: 1.59323 -4.15080 5.74330  0.000
H: 3.16298 -3.76621 4.97610  0.000
H: 0.14054 -2.14470 -1.77579  -0.006
H: 1.52348 -4.41203 -2.60646  0.000
H: 3.89321 -5.25691 0.37936  0.000
H: 4.26350 -5.05201 -1.33998  0.001
H: 2.92578 -6.13349 -0.78008  0.000
N: -0.61060 -0.08016 0.95212  0.047
S: -2.03199 0.26927 0.62909  0.024
N: -2.58548 1.02026 -0.71552  -0.001
S: -2.42966 0.05378 -2.10434  -0.004
N: -1.31682 -0.89572 -2.24547  0.294
S: 0.80701 0.91986 -2.45953  0.085
N: 1.26818 0.43325 -1.03213  0.457
C: 1.69972 0.01002 -3.64501  0.078
C: 0.90558 -0.81732 -4.50482  -0.016
C: 1.55364 -1.59324 -5.44107  0.006
C: 2.95646 -1.57527 -5.51716  -0.003
C: 3.72088 -0.72616 -4.69725  0.004
C: 3.11243 -0.00638 -3.69540  0.002
C: 1.34558 2.66157 -2.80947  0.061
C: 2.16208 3.37473 -2.02007  0.008
C: 2.33892 4.74897 -2.23487  0.001
C: 1.65631 5.42076 -3.26035  0.011
C: 0.90409 4.60809 -4.16362  -0.006
C: 0.73013 3.21196 -3.96725  0.014
C: -2.76122 1.39876 -3.29190  0.024
C: -3.01275 2.71967 -2.93952  -0.008
C: -3.37706 3.67581 -3.94875  0.003
C: -3.47569 3.16176 -5.26217  -0.001
C: -3.12849 1.82395 -5.62027  0.000
C: -2.83869 0.88715 -4.63781  -0.003
C: -4.05604 -0.82361 -2.38701  0.039
C: -5.25275 -0.22063 -1.95441  -0.003
C: -6.43123 -0.91417 -2.02606  0.005
C: -6.43728 -2.10452 -2.75711  -0.001
C: -5.23133 -2.62463 -3.22222  0.001
C: -4.00391 -2.04377 -2.99090  -0.003
C: -2.83305 -1.26897 0.96750  0.027
C: -2.03096 -2.14198 1.73802  -0.009
C: -2.55554 -3.32046 2.15174  0.000
C: -3.86229 -3.71371 1.68301  0.002
C: -4.60951 -2.79213 0.95479  0.000
C: -4.13217 -1.53584 0.61041  -0.003
C: -2.69028 1.31411 1.86134  0.009
C: -3.85254 1.06803 2.51509  -0.002
C: -4.37886 2.05312 3.39589  0.001
C: -3.76651 3.29269 3.55075  0.000
C: -2.59490 3.50223 2.80864  0.004
C: -2.08190 2.59763 1.91081  0.006
H: -0.11051 -0.83507 -4.36000  -0.005
H: 0.96809 -2.26430 -6.09230  0.000
H: 3.58440 -2.14252 -6.30402  0.000
H: 4.78893 -0.64530 -4.76211  0.001
H: 3.62857 0.64736 -2.89350  -0.002
H: 2.81483 2.93548 -1.30094  0.004
H: 2.97942 5.24264 -1.55765  0.001
H: 1.74855 6.47102 -3.44377  0.000
H: 0.68707 5.00696 -5.05796  0.000
H: 0.39807 2.47982 -4.65339  -0.001
H: -2.94497 3.10516 -1.94757  0.000
H: -3.55967 4.72665 -3.72404  0.000
H: -3.83608 3.68697 -6.06457  0.000
H: -3.22535 1.53726 -6.70702  0.000
H: -2.67278 -0.21550 -4.83864  0.001
H: -5.21688 0.66256 -1.35755  0.000
H: -7.32761 -0.60477 -1.59431  0.000
H: -7.24799 -2.78545 -2.74310  0.000
H: -5.26346 -3.67781 -3.68647  0.001
H: -3.11064 -2.59477 -3.23873  -0.002
H: -1.01122 -1.92481 1.95089  0.003
H: -1.97015 -4.02711 2.75881  0.000
H: -4.22233 -4.73336 1.83732  0.000
H: -5.61790 -3.12818 0.64519  0.000
H: -4.79747 -0.77445 0.23721  0.000
H: -4.37427 0.09071 2.59135  0.000
H: -5.27744 1.81007 4.06745  0.000
H: -4.13876 4.07117 4.26851  0.000
H: -2.19570 4.48657 2.92965  0.000
H: -1.17530 2.84348 1.39444  0.001
O: 1.38248 1.53778 1.72995  -0.012
H: 1.60488 1.97900 2.64256  0.005
H: 0.62810 2.08653 1.38401  0.008
C: 1.67033 4.83112 5.77778  0.000
N: 2.15461 3.54329 6.04287  0.000
C: 2.25016 2.58663 5.15656  0.000
N: 2.57768 1.31916 5.71196  0.000
O: 1.85234 2.65305 3.98894  -0.001
H: 0.56481 4.84820 5.80706  0.000
H: 1.91116 5.08158 4.73461  0.000
H: 2.04696 5.51926 6.52186  0.000
H: 2.49905 3.29134 6.97978  0.000
H: 3.24252 1.29410 6.48448  0.000
H: 2.65457 0.74830 4.90730  0.000

***

Formula: C50H53N4O4S3Se2Te2V
Source: OMol25
Level of theory: ωB97M-V/def2-TZVPD

Values from the calculation:
charge = -1
electronic energy = -270311.7741 eV
spin multiplicity = 2
LUMO energy (spin up / spin down) = 1.7 / 1.7 eV
gap between HOMO and LUMO (spin up / spin down) = 4.326 / 4.779 eV

Last column: Mulliken spin population.
Element x y z (Å)
V: 0.00000 0.00000 0.00000  1.021
Se: -2.41633 -0.54782 -0.40548  -0.008
Te: -4.65280 0.04280 0.72702  0.003
Te: -3.49156 1.61343 2.71749  0.004
Se: -1.08041 1.25896 1.88441  -0.015
C: 1.50310 -8.33990 -0.45295  0.001
C: 1.23755 -6.86436 -0.49186  -0.002
C: 1.01627 -6.20809 -1.70841  0.003
C: 0.74162 -4.83809 -1.73478  -0.013
C: 0.68608 -4.10819 -0.54380  0.014
C: 0.86239 -4.77112 0.67500  0.010
C: 1.14376 -6.13831 0.70053  0.002
S: 0.32328 -2.33672 -0.52874  -0.037
O: -0.77311 -2.16176 -1.54216  -0.238
C: 1.86582 -1.83223 -1.39536  -0.044
C: 1.72339 -1.32814 -2.69664  -0.005
C: 2.80375 -0.78023 -3.37839  0.001
C: 4.05126 -0.67252 -2.76572  -0.002
C: 5.11183 -0.07433 -3.46604  0.002
C: 6.36626 0.07470 -2.88197  -0.001
C: 6.57259 -0.36840 -1.58514  0.002
C: 5.52596 -0.96984 -0.88109  -0.002
C: 4.23734 -1.15857 -1.44538  0.009
C: 3.13868 -1.79733 -0.76058  0.013
C: 3.38230 -2.41326 0.58676  0.002
C: 4.21066 -3.58392 0.70835  -0.004
C: 4.73303 -4.30195 -0.39656  -0.001
C: 5.55465 -5.42057 -0.23858  0.000
C: 5.87800 -5.86573 1.03384  -0.001
C: 5.36625 -5.20139 2.14513  0.001
C: 4.53321 -4.08027 1.99913  0.000
C: 4.01100 -3.46139 3.13649  0.006
C: 3.15154 -2.37550 3.02068  0.018
C: 2.83969 -1.84327 1.76357  0.033
S: 1.56883 -0.56105 1.64349  0.016
O: 0.42325 -1.10455 2.45117  0.000
C: 2.36634 0.65962 2.71345  0.030
C: 1.75743 1.03626 3.91774  0.006
C: 2.31178 2.04091 4.71200  -0.001
C: 3.48604 2.68620 4.31425  0.004
C: 4.04790 3.80935 5.13520  0.000
C: 4.08789 2.32031 3.10286  -0.005
C: 3.53258 1.31338 2.30572  0.012
H: 1.88297 -8.69954 -1.41483  0.000
H: 0.58076 -8.88005 -0.21738  0.000
H: 2.25835 -8.57519 0.30441  0.000
H: 1.04901 -6.75980 -2.64514  0.000
H: 0.55756 -4.34726 -2.68734  0.019
H: 0.78309 -4.22939 1.61512  -0.002
H: 1.28665 -6.63276 1.65876  0.000
H: 0.75305 -1.34238 -3.19118  0.048
H: 2.64523 -0.40649 -4.38857  0.000
H: 4.96625 0.28772 -4.48243  0.000
H: 7.17615 0.53878 -3.43828  0.000
H: 7.54659 -0.25322 -1.11641  0.000
H: 5.74101 -1.29715 0.13500  0.000
H: 4.49508 -4.00083 -1.41558  0.001
H: 5.93556 -5.94050 -1.11372  0.000
H: 6.51861 -6.73374 1.16350  0.000
H: 5.62010 -5.57453 3.13550  0.000
H: 4.23792 -3.84321 4.13013  0.000
H: 2.70335 -1.96147 3.92208  0.001
H: 0.83118 0.56203 4.23761  0.002
H: 1.80889 2.32430 5.63426  0.000
H: 3.71803 3.73995 6.17742  0.000
H: 3.71651 4.77027 4.72922  0.000
H: 5.14200 3.77848 5.13642  0.000
H: 4.98669 2.83162 2.76429  -0.001
H: 4.00673 1.06610 1.35906  -0.009
C: -0.35274 3.11648 -5.57652  0.004
C: -1.58876 3.24602 -4.69793  0.005
N: -1.24667 3.24103 -3.27490  0.018
C: -1.26197 4.54532 -2.60572  -0.004
C: 0.10422 5.21394 -2.64556  0.003
C: -0.95404 2.03270 -2.63430  0.036
S: -0.54612 2.00925 -0.96396  -0.020
N: -1.00291 0.92872 -3.32102  -0.030
C: -0.74483 -0.34232 -2.87157  0.169
O: -0.38499 -0.72413 -1.76217  -0.088
C: -0.92393 -1.40213 -3.92220  -0.030
C: -1.34326 -1.08573 -5.22251  0.068
C: -1.49696 -2.09038 -6.18186  -0.038
C: -1.23316 -3.41902 -5.85011  0.065
C: -0.81627 -3.74630 -4.56044  -0.031
C: -0.66254 -2.74269 -3.60073  0.021
H: -0.64258 3.10903 -6.63220  0.000
H: 0.19841 2.19344 -5.37376  -0.001
H: 0.33455 3.95314 -5.42376  0.000
H: -2.29350 2.43632 -4.92305  0.000
H: -2.11361 4.16928 -4.97089  0.000
H: -1.62252 4.47621 -1.57412  0.001
H: -1.98502 5.21018 -3.09524  -0.002
H: 0.88362 4.58175 -2.21056  0.000
H: 0.07825 6.15480 -2.08645  -0.001
H: 0.39926 5.44821 -3.67257  0.000
H: -1.55111 -0.05309 -5.49020  0.017
H: -1.82218 -1.83110 -7.18527  -0.002
H: -1.35234 -4.19929 -6.59643  0.006
H: -0.60913 -4.77937 -4.29638  -0.001
H: -0.33597 -3.00138 -2.59512  0.057
O: 1.33576 0.14541 -0.89345  -0.117
C: 3.68084 3.31871 -1.59884  -0.003
C: 2.85390 3.10409 -0.31525  0.005
C: 2.04093 4.39028 -0.05285  -0.003
C: 3.83063 2.85500 0.85667  0.002
N: 1.95830 1.93994 -0.54712  -0.007
N: 1.12680 1.61975 0.54979  0.015
H: 4.36561 4.18776 -1.49017  0.000
H: 3.01092 3.50684 -2.46556  0.001
H: 4.29524 2.42036 -1.82462  0.000
H: 2.71783 5.26753 0.03478  0.000
H: 1.46891 4.33210 0.89529  0.001
H: 1.33162 4.57652 -0.88799  -0.001
H: 4.53595 3.70757 0.96137  0.000
H: 4.42265 1.93139 0.68042  0.001
H: 3.29763 2.75891 1.82423  -0.002
H: 2.52481 1.08848 -0.77340  -0.006
H: 0.46705 2.40067 0.75470  0.006
H: 1.69069 1.34561 1.38537  -0.004

***

Formula: C50H54AsN6OSbV
Source: OMol25
Level of theory: ωB97M-V/def2-TZVPD

Values from the calculation:
charge = +3
electronic energy = -156754.3477 eV
spin multiplicity = 3
LUMO energy (spin up / spin down) = -9.4 / -8.4 eV
gap between HOMO and LUMO (spin up / spin down) = 6.438 / 7.386 eV

Last column: Mulliken spin population.
Element x y z (Å)
V: 0.21227 -0.84777 0.13260  1.972
C: -1.47928 -1.60017 -2.32224  0.029
C: -1.50657 -2.74533 -1.34951  0.013
C: -2.11239 -3.94898 -1.66317  -0.004
C: -2.16446 -4.95642 -0.71756  0.003
C: -1.63687 -4.72286 0.55206  -0.001
C: -1.04164 -3.50977 0.82379  0.022
N: -0.94744 -2.54573 -0.13889  -0.074
Sb: -0.43876 -3.05898 2.87831  -0.012
C: 1.54559 -2.60678 1.89252  0.050
C: 2.60574 -3.27652 2.46677  -0.010
C: 3.60616 -3.79042 1.64605  0.009
C: 3.39832 -3.79417 0.27994  -0.004
C: 2.29123 -3.15138 -0.25698  0.023
C: 1.84966 -3.43604 -1.65786  0.022
N: 1.48295 -2.42689 0.55252  -0.113
C: -2.24038 -1.81874 2.98574  0.008
C: -2.71953 -1.46125 4.24360  0.000
C: -4.05228 -1.09139 4.34535  0.000
C: -4.84384 -1.10090 3.21069  0.000
C: -4.28087 -1.44972 1.98474  0.002
C: -5.09193 -1.49492 0.72282  0.000
N: -2.99068 -1.80486 1.89182  0.000
H: -1.96334 -1.87260 -3.25621  0.001
H: -0.45247 -1.29577 -2.56691  -0.018
H: -2.01593 -0.75241 -1.89201  -0.002
H: -2.53032 -4.09061 -2.65173  0.000
H: -2.62524 -5.90869 -0.95469  0.000
H: -1.69161 -5.48143 1.32162  0.001
H: 2.64552 -3.41090 3.54053  0.001
H: 4.47657 -4.27576 2.07056  -0.001
H: 4.06510 -4.33034 -0.38333  0.000
H: 1.32595 -2.60669 -2.12295  -0.006
H: 1.15658 -4.28399 -1.61086  0.005
H: 2.68710 -3.72316 -2.28711  0.000
H: -2.08255 -1.49378 5.11990  0.000
H: -4.47643 -0.83986 5.31040  0.000
H: -5.90324 -0.88296 3.27817  0.000
H: -6.13331 -1.23473 0.90699  0.000
H: -5.05440 -2.49710 0.29264  0.000
H: -4.67734 -0.80299 -0.01458  0.000
O: 0.31820 -0.16305 2.41456  0.032
C: -0.40796 0.98731 2.95996  0.011
C: 0.50588 2.17884 3.13305  0.001
C: 1.35680 2.40546 1.88533  0.019
C: 0.53267 2.56176 0.64808  0.015
C: 0.02766 3.81614 0.32759  -0.001
C: -0.65771 4.01175 -0.85650  0.001
C: -0.82714 2.93059 -1.70870  -0.008
C: -0.33240 1.71523 -1.30888  0.021
N: 0.32414 1.49623 -0.15277  -0.080
H: 1.15377 -0.22866 2.89332  0.004
H: -0.85562 0.70444 3.90923  0.003
H: -1.20227 1.18109 2.25226  -0.004
H: 1.17115 2.03156 3.98795  0.000
H: -0.11134 3.05250 3.35677  0.001
H: 2.03540 1.57285 1.75093  0.001
H: 1.96886 3.29683 2.02436  0.001
H: 0.21234 4.64144 1.00593  0.000
H: -1.02891 4.99436 -1.12691  -0.001
H: -1.32626 3.02608 -2.66356  -0.001
H: -0.44942 0.86232 -1.96549  -0.034
C: 5.34365 -2.57580 -4.11307  -0.005
C: 5.65675 -2.36768 -2.77803  0.002
C: 4.78510 -1.66539 -1.95397  -0.007
C: 3.59459 -1.15987 -2.46802  -0.014
C: 3.26247 -1.41303 -3.79794  -0.013
C: 4.13853 -2.10458 -4.61940  0.001
As: 2.44361 -0.05782 -1.32687  0.043
C: 3.80659 0.43398 -0.03244  -0.035
C: 4.92755 1.13612 -0.48299  0.001
C: 5.95561 1.44483 0.39460  0.001
C: 5.89152 1.03340 1.72175  0.000
C: 4.79930 0.30409 2.16670  0.001
C: 3.76191 0.00999 1.29016  0.018
C: 2.27250 1.55093 -2.41551  -0.013
C: 2.69197 2.78747 -1.93446  -0.003
C: 2.57366 3.92124 -2.72748  0.001
C: 2.01685 3.83494 -3.99630  -0.004
C: 1.55689 2.61110 -4.46446  0.001
C: 1.67781 1.47831 -3.67548  -0.007
H: 6.03205 -3.10919 -4.75638  0.000
H: 6.58664 -2.74594 -2.37175  0.000
H: 5.05051 -1.51253 -0.91829  -0.001
H: 2.31999 -1.08914 -4.20856  -0.002
H: 3.87878 -2.27533 -5.65716  0.000
H: 5.00248 1.42902 -1.52097  -0.001
H: 6.81352 2.00030 0.03640  0.000
H: 6.69873 1.27498 2.40327  0.000
H: 4.75961 -0.04106 3.19343  0.000
H: 2.92421 -0.56964 1.64232  0.020
H: 3.11732 2.88054 -0.94521  0.000
H: 2.92550 4.87403 -2.35202  0.000
H: 1.94033 4.71813 -4.61811  0.000
H: 1.10432 2.53744 -5.44579  0.000
H: 1.29160 0.54302 -4.05276  -0.001
N: -2.15231 0.38934 0.23120  0.102
C: -2.92053 1.24817 0.37467  0.023
N: -3.80713 2.18716 0.55095  0.000
C: -4.70660 2.63750 -0.53567  0.001
C: -6.15125 2.38759 -0.13264  0.000
C: -6.45685 3.08312 1.19721  0.000
C: -5.49472 2.60537 2.29009  0.000
C: -4.04537 2.80781 1.87098  0.000
H: -4.44094 2.12346 -1.45748  0.000
H: -4.53984 3.70847 -0.67581  0.000
H: -6.31624 1.30982 -0.03205  0.000
H: -6.80691 2.75335 -0.92442  0.000
H: -7.48372 2.87643 1.49692  0.000
H: -6.37027 4.16804 1.07490  0.000
H: -5.66560 1.54252 2.49114  0.000
H: -5.66552 3.15226 3.21882  0.000
H: -3.35680 2.37652 2.59703  0.000
H: -3.82532 3.87489 1.77884  0.000